The following is a quantum chemistry calculation of an isolated molecule of C4H7NO at a distorted geometry, from the Open Molecules 2025 dataset.

Positions of all 13 atoms, in Å:
1 C 1.176 -1.438 -0.356
2 C -0.373 0.475 0.349
3 C -0.614 1.876 0.337
4 N -0.123 1.158 -0.881
5 C -0.765 -0.724 0.733
6 O -0.155 -1.803 0.187
7 H 1.406 -2.317 -0.936
8 H 1.275 -0.548 -1.012
9 H 1.882 -1.290 0.475
10 H -1.641 2.194 0.441
11 H 0.154 2.543 0.719
12 H -0.923 0.927 -1.480
13 H -1.582 -0.877 1.443

Calculated values
DFT total energy = -7795.4008 eV
Energy above the lowest of the compared OMol25 structures with the same formula, charge and spin = 97.9 kcal/mol
Kohn-Sham gap = 9.03 eV
Molecular weight = 85.11 g mol⁻¹
SMILES = CO/C=C1/CN1

Atom charges from the Mulliken analysis, given in e for atoms 1 to 5: -0.669, 0.026, -0.309, -0.495, -0.136

---

The following is a quantum chemistry calculation of an isolated molecule of C4H7NO at a distorted geometry, from the Open Molecules 2025 dataset.

Positions of all 13 atoms, in Å:
1 C -1.209 -0.402 1.229
2 C -1.504 -0.628 -0.232
3 N -0.601 -0.224 -1.090
4 C 0.823 -0.198 -0.803
5 C 1.373 1.071 -0.189
6 O 2.526 1.396 -0.333
7 H -1.088 0.682 1.369
8 H -0.377 -0.889 1.757
9 H -2.126 -0.695 1.730
10 H 0.964 -1.031 -0.102
11 H -0.848 -0.311 -2.070
12 H 1.388 -0.440 -1.702
13 H 0.678 1.669 0.436

Calculated values
DFT total energy = -7796.0535 eV
Energy above the lowest of the compared OMol25 structures with the same formula, charge and spin = 82.8 kcal/mol
Kohn-Sham gap = 8.62 eV
Molecular weight = 85.11 g mol⁻¹

Atom charges from the Mulliken analysis, given in e for atoms 1 to 5: -0.769, -0.373, -0.025, -0.504, 0.078

---

The following is a quantum chemistry calculation of a structure of composition C4H7NO, from the Open Molecules 2025 dataset.

Positions of all 13 atoms, in Å:
1 C 1.341 0.624 0.206
2 C 0.470 -0.241 -0.675
3 C -0.224 -1.384 -0.108
4 N -1.702 0.003 1.348
5 C -1.658 0.717 0.380
6 O -0.880 0.209 -0.929
7 H 1.492 1.600 -0.264
8 H 0.889 0.769 1.189
9 H 2.321 0.150 0.329
10 H 0.927 -0.426 -1.650
11 H -0.683 -2.087 -0.795
12 H -0.253 -1.606 0.949
13 H -2.039 1.673 0.020

Calculated values
DFT total energy = -7794.2043 eV
Energy above the lowest of the compared OMol25 structures with the same formula, charge and spin = 125.5 kcal/mol
Kohn-Sham gap (spin up / spin down) = 7.79 / 7.79 eV
Molecular weight = 85.11 g mol⁻¹

Atom charges from the Mulliken analysis, given in e for atoms 1 to 5: -1.263, 0.375, -0.461, -0.636, 0.105

---

The following is a quantum chemistry calculation of an isolated molecule of C4H7NO, from the Open Molecules 2025 dataset.

Positions of all 13 atoms, in Å:
1 C 2.035 -0.142 0.378
2 C 0.610 0.279 0.402
3 N 0.046 1.047 -0.437
4 C -1.379 0.785 -0.409
5 C -1.543 -0.740 -0.424
6 O -0.612 -1.482 -0.636
7 H 2.112 -1.129 0.839
8 H 2.642 0.555 0.951
9 H 2.418 -0.208 -0.641
10 H -1.937 1.268 0.407
11 H -1.848 1.120 -1.344
12 H -2.545 -1.170 -0.290
13 H 0.001 -0.183 1.202

Calculated values
DFT total energy = -7797.3804 eV
Energy above the lowest of the compared OMol25 structures with the same formula, charge and spin = 52.2 kcal/mol
Kohn-Sham gap = 10.21 eV
Molecular weight = 85.11 g mol⁻¹
SMILES = C/C=N/CC=O

Atom charges from the Mulliken analysis, given in e for atoms 1 to 5: -1.031, 0.230, -0.582, -0.419, 0.037

---

The following is a quantum chemistry calculation of an isolated molecule of C4H7NO, from the Open Molecules 2025 dataset.

Positions of all 13 atoms, in Å:
1 O 0.617 2.141 -0.270
2 C 0.694 0.766 -0.225
3 C 0.524 -0.450 1.223
4 N 0.319 -1.432 0.329
5 C -0.918 -1.113 -0.339
6 C -0.276 0.050 -0.995
7 H -0.316 2.391 -0.303
8 H 1.748 0.511 -0.262
9 H -0.325 -0.034 1.787
10 H 1.465 -0.471 1.773
11 H -1.773 -0.881 0.326
12 H -1.215 -1.886 -1.054
13 H -0.545 0.408 -1.992

Calculated values
DFT total energy = -7794.9257 eV
Energy above the lowest of the compared OMol25 structures with the same formula, charge and spin = 108.8 kcal/mol
Kohn-Sham gap = 8.48 eV
Molecular weight = 85.11 g mol⁻¹

Atom charges from the Mulliken analysis, given in e for atoms 1 to 5: -0.535, 0.168, -0.494, -0.455, -0.399

---

The following is a quantum chemistry calculation of a structure of composition C4H7NO at a distorted geometry, from the Open Molecules 2025 dataset.

Positions of all 13 atoms, in Å:
1 C 1.446 -0.656 -0.118
2 C 0.295 0.222 -0.467
3 C -0.459 1.049 0.518
4 N -0.180 0.249 -1.654
5 C -1.312 -0.398 0.580
6 O -2.241 -0.831 -0.031
7 H 1.381 -1.579 -0.696
8 H 2.332 -0.098 -0.411
9 H 1.516 -0.892 0.949
10 H -0.363 1.175 1.583
11 H -0.541 2.063 0.053
12 H -1.105 0.706 -1.652
13 H -0.770 -1.009 1.346

Calculated values
DFT total energy = -7796.2249 eV
Energy above the lowest of the compared OMol25 structures with the same formula, charge and spin = 78.9 kcal/mol
Kohn-Sham gap = 9.66 eV
Molecular weight = 85.11 g mol⁻¹

Atom charges from the Mulliken analysis, given in e for atoms 1 to 5: -1.106, 0.889, -0.881, -0.670, 0.075

---

The following is a quantum chemistry calculation of a cluster of 2 separate species, C4H7NO in total, from the Open Molecules 2025 dataset.

Positions of all 13 atoms, in Å:
1 C 1.827 -0.143 -0.299
2 C -1.594 0.053 -1.093
3 C -2.103 -0.146 0.246
4 N -1.221 0.963 -0.315
5 C 1.206 0.166 1.037
6 O 0.637 -0.654 1.721
7 H 1.569 0.630 -1.029
8 H 1.496 -1.126 -0.643
9 H 2.918 -0.150 -0.194
10 H -1.472 -0.235 -2.130
11 H -3.128 0.129 0.491
12 H -1.614 -0.839 0.928
13 H 1.323 1.211 1.388

Calculated values
DFT total energy = -7796.3386 eV
Energy above the lowest of the compared OMol25 structures with the same formula, charge and spin = 76.2 kcal/mol
Kohn-Sham gap = 10.81 eV
Molecular weight = 85.11 g mol⁻¹
SMILES = C1=NC1.CC=O

Atom charges from the Mulliken analysis, given in e for atoms 1 to 5: -0.918, -0.028, -0.262, -0.415, 0.195

---

The following is a quantum chemistry calculation of a cluster of 2 separate species, C4H7NO in total, from the Open Molecules 2025 dataset.

Positions of all 13 atoms, in Å:
1 O 1.592 0.364 2.669
2 C 0.903 -0.124 1.792
3 C 1.072 0.140 0.384
4 N 0.224 -0.387 -0.494
5 C -0.443 -0.245 -1.590
6 C -1.158 -0.884 -0.487
7 H 0.060 -0.810 2.037
8 H 1.907 0.717 0.007
9 H -0.227 1.825 -0.169
10 H -0.316 -0.014 -2.631
11 H -0.590 1.672 -0.824
12 H -1.842 -0.301 0.139
13 H -1.286 -1.964 -0.455

Calculated values
DFT total energy = -7794.0164 eV
Energy above the lowest of the compared OMol25 structures with the same formula, charge and spin = 129.8 kcal/mol
Kohn-Sham gap = 8.36 eV
Molecular weight = 85.11 g mol⁻¹

Atom charges from the Mulliken analysis, given in e for atoms 1 to 5: -0.523, -0.129, -0.244, -0.030, -0.302

---

The following is a quantum chemistry calculation of a cluster of 2 separate species, C4H7NO in total at a distorted geometry, from the Open Molecules 2025 dataset.

Positions of all 13 atoms, in Å:
1 C 0.413 2.041 -0.873
2 C 0.545 1.449 0.361
3 N 0.324 0.104 0.218
4 C 0.002 -0.161 -1.085
5 C 0.012 1.027 -1.786
6 H 0.508 3.102 -0.987
7 H 0.923 1.886 1.269
8 H 0.129 -0.463 1.041
9 H -0.582 -1.030 -1.349
10 H -0.093 1.080 -2.857
11 H -0.614 -3.385 1.299
12 H -0.697 -2.940 2.838
13 O -0.871 -2.711 1.912

Calculated values
DFT total energy = -7798.5440 eV
Energy above the lowest of the compared OMol25 structures with the same formula, charge and spin = 25.4 kcal/mol
Kohn-Sham gap = 8.73 eV
Molecular weight = 85.11 g mol⁻¹
SMILES = c1cc[nH]c1.O

Atom charges from the Mulliken analysis, given in e for atoms 1 to 5: -0.381, -0.437, -0.010, -0.438, -0.428

---

The following is a quantum chemistry calculation of a cluster of 2 separate species, C4H7NO in total, from the Open Molecules 2025 dataset.

Positions of all 13 atoms, in Å:
1 C -0.799 -0.470 2.044
2 C -0.282 -0.250 0.668
3 N 0.964 -0.445 0.284
4 C 1.010 -0.294 -1.080
5 C -0.366 0.140 -1.475
6 O -1.149 0.140 -0.243
7 H -1.148 0.482 2.454
8 H -0.008 -0.877 2.676
9 H -1.654 -1.155 2.025
10 H 2.435 1.511 -1.596
11 H 2.258 0.762 -1.663
12 H -0.779 -0.647 -2.113
13 H -0.483 1.104 -1.981

Calculated values
DFT total energy = -7794.9156 eV
Energy above the lowest of the compared OMol25 structures with the same formula, charge and spin = 109.0 kcal/mol
Kohn-Sham gap = 8.03 eV
Molecular weight = 85.11 g mol⁻¹

Atom charges from the Mulliken analysis, given in e for atoms 1 to 5: -0.953, 0.821, -0.501, -0.334, -0.085

---

The following is a quantum chemistry calculation of a cluster of 2 separate species, C4H7NO in total at a distorted geometry, from the Open Molecules 2025 dataset.

Positions of all 13 atoms, in Å:
1 C 2.653 0.780 -0.122
2 C -1.512 0.926 0.598
3 C -1.465 -0.100 -0.432
4 C -0.838 -1.422 0.063
5 N -0.722 1.196 -0.354
6 O 2.741 -0.408 -0.135
7 H 1.652 1.399 -0.354
8 H 3.467 1.516 -0.076
9 H -1.869 1.314 1.602
10 H -2.198 -0.064 -1.099
11 H -1.056 -2.163 -0.676
12 H -1.038 -1.752 1.038
13 H 0.183 -1.221 -0.052

Calculated values
DFT total energy = -7795.1480 eV
Energy above the lowest of the compared OMol25 structures with the same formula, charge and spin = 103.7 kcal/mol
Kohn-Sham gap = 10.60 eV
Molecular weight = 85.11 g mol⁻¹
SMILES = C[C@H]1C=N1.C=O

Atom charges from the Mulliken analysis, given in e for atoms 1 to 5: -0.002, -0.173, 0.064, -0.978, -0.519

---

The following is a quantum chemistry calculation of an isolated molecule of C4H7NO at a distorted geometry, from the Open Molecules 2025 dataset.

Positions of all 13 atoms, in Å:
1 O 1.152 1.962 0.545
2 C 1.658 0.967 0.083
3 C 0.980 -0.383 -0.080
4 C -0.418 -0.377 0.411
5 C -1.458 0.147 -0.494
6 N -1.453 -1.252 -0.087
7 H 2.713 0.985 -0.264
8 H 1.579 -1.137 0.431
9 H 0.965 -0.621 -1.151
10 H -0.556 -0.063 1.449
11 H -1.253 0.271 -1.556
12 H -1.788 0.997 0.077
13 H -2.121 -1.495 0.636

Calculated values
DFT total energy = -7797.0219 eV
Energy above the lowest of the compared OMol25 structures with the same formula, charge and spin = 60.5 kcal/mol
Kohn-Sham gap = 10.85 eV
Molecular weight = 85.11 g mol⁻¹
SMILES = O=CC[C@H]1CN1

Atom charges from the Mulliken analysis, given in e for atoms 1 to 5: -0.472, 0.072, -0.735, 0.217, -0.679